(P)
Molecular formula: C4H8N
Method: DFT, wB97M-V/def2-TZVPD

HOMO level (spin up / spin down), eV: -15.78 / -15.69
Gap between HOMO and LUMO (spin up / spin down), eV: 9.1749 / 7.5747
Charge: +1

Each line ends with the Mulliken charge.
Element x y z (Å)
C 0.7961 1.2814 0.4174  -0.676
C 1.4267 0.1001 -0.3792  -0.647
C -0.8621 -0.9553 0.8289  -0.206
C 0.0791 0.0025 0.1730  0.576
N -1.2475 -0.1918 -0.3398  -0.396
H 1.0022 1.5130 1.5093  0.248
H 0.8228 2.1249 -0.2580  0.292
H 1.5032 0.5932 -1.3277  0.251
H 2.2597 -0.5033 -0.2386  0.318
H -0.9068 -2.0548 0.6975  0.278
H -1.2104 -0.6639 1.8827  0.255
H -2.1110 -0.9347 -1.9705  0.393
H -1.7969 0.6241 -0.1111  0.314

***

(Q)
Molecular formula: C4H8N
Method: DFT, wB97M-V/def2-TZVPD

HOMO level, eV: -12.28
Gap between HOMO and LUMO, eV: 3.8631
Charge: +1

Each line ends with the Mulliken charge.
Element x y z (Å)
C -0.7093 -0.7829 -1.9742  0.233
C -1.6192 -0.6573 -2.7889  -0.358
C -0.4457 0.8813 1.3708  -0.468
C 1.7452 0.1139 1.8261  -0.711
N 0.3438 0.1138 1.8822  -0.297
H -1.6121 -1.4110 -3.5649  0.311
H -2.3231 0.1015 -2.9814  0.355
H -0.2622 1.5716 0.5664  0.382
H -1.4843 0.8066 1.6313  0.284
H 2.0362 0.9112 1.1366  0.306
H 2.1887 0.4304 2.7954  0.278
H 2.2126 -0.7259 1.3874  0.267
H -0.0705 -1.3531 -1.2868  0.418

***

It comes down to (Q), which is 0.0244 hartree more stable than the next structure.

***

(P)
Molecular formula: C3H8I2OSi
Method: DFT, wB97M-V/def2-TZVPD

HOMO level, eV: -8.97
Gap between HOMO and LUMO, eV: 8.4034
SMILES string: CC[Si](I)(I)OC
Charge: 0

Each line ends with the Mulliken charge.
Element x y z (Å)
C 1.2223 -1.7009 -0.7752  -1.099
C -1.7107 1.9012 -0.5984  -0.691
C 1.3833 -0.6639 0.3081  -0.416
O -0.6254 1.2686 -0.0523  -0.076
Si -0.2302 0.0663 0.9422  0.121
I 0.5079 0.6804 3.7602  -0.329
I -2.2421 -1.2592 1.1213  -0.032
H 1.0691 -2.6824 -0.4344  0.336
H 0.3535 -1.3939 -1.4236  0.300
H 2.1654 -1.7800 -1.4834  0.272
H -2.2294 1.2271 -1.2132  0.342
H -1.2873 2.7366 -1.1547  0.248
H -2.3977 2.2793 0.1942  0.282
H 1.9193 0.1682 -0.2501  0.279
H 2.1021 -0.8472 1.0593  0.463

***

(Q)
Molecular formula: C3H8I2OSi
Method: DFT, wB97M-V/def2-TZVPD

HOMO level (spin up / spin down), eV: -8.09 / -7.21
Gap between HOMO and LUMO (spin up / spin down), eV: 6.2564 / 4.5549
Charge: 0

Each line ends with the Mulliken charge.
Element x y z (Å)
C -1.1481 0.3254 -2.2304  -1.274
C 1.1297 -0.0991 2.4282  -0.394
C -1.3791 0.6808 -0.8051  -0.283
O 0.0504 0.1289 1.6198  -0.152
Si -0.2295 -0.4975 0.2014  0.369
I 4.1067 0.1563 -0.2705  -0.463
I -0.2101 -2.9934 0.1238  -0.029
H -1.5490 -0.6490 -2.4313  0.378
H -1.6576 1.0562 -2.8631  0.312
H -0.1623 0.1502 -2.6468  0.392
H 2.1289 0.1474 1.9331  0.037
H 1.3070 -1.1146 3.0031  0.240
H 1.1039 0.6372 3.2238  0.250
H -2.3734 0.2363 -0.5822  0.278
H -1.1175 1.8349 -0.7036  0.339

***

It comes down to (P), which is 0.1076 hartree more stable than the next structure.

***

(P)
Molecular formula: CH14N2O4
Method: DFT, wB97M-V/def2-TZVPD

HOMO level, eV: -9.81
Gap between HOMO and LUMO, eV: 10.2636
SMILES string: NCN.O.O.O.O
Charge: 0

Each line ends with the Mulliken charge.
Element x y z (Å)
N -2.4439 0.6622 1.7737  -0.534
C -1.4641 0.7151 0.7255  -0.425
N -0.3003 1.5880 0.7244  -0.601
H -2.1568 0.0488 2.4831  0.252
H -3.3786 0.5293 1.4544  0.216
H -0.9916 -0.2068 0.6574  0.287
H -1.9738 0.9732 -0.2040  0.380
H -0.7009 2.4144 1.1651  0.253
H 0.2285 1.3969 1.5527  0.190
H 0.0706 -0.7002 -3.4972  0.303
H 1.2126 0.0589 -2.9843  0.407
O 1.0525 -0.9131 -3.3424  -0.703
H 0.0579 2.2189 -2.4845  0.285
H 0.5216 1.8162 -1.2365  0.353
O 0.7076 1.6500 -2.1917  -0.654
H 2.4529 -1.6364 -0.2125  0.306
H 1.1717 -1.5603 -1.1219  0.349
O 1.4874 -1.7165 -0.1978  -0.640
H 0.5881 -1.4566 1.9979  0.282
H 0.7927 -1.0513 3.3338  0.318
O 0.5147 -1.8812 2.8891  -0.623

***

(Q)
Molecular formula: CH14N2O4
Method: DFT, wB97M-V/def2-TZVPD

HOMO level, eV: -9.25
Gap between HOMO and LUMO, eV: 9.8658
SMILES string: NCN.O.O.O.O
Charge: 0

Each line ends with the Mulliken charge.
Element x y z (Å)
N 2.7594 0.4208 -0.7254  -0.630
C 1.7234 1.1148 0.0757  -0.278
N 0.4641 1.4618 -0.5634  -0.589
H 3.1967 1.1420 -1.2883  0.246
H 2.3443 -0.1907 -1.4258  0.222
H 2.2329 1.9712 0.5254  0.326
H 1.5368 0.4809 0.9351  0.170
H -0.1901 0.7119 -0.3700  0.356
H 0.5566 1.4262 -1.5647  0.252
H -3.6676 0.4555 1.1411  0.294
H -2.5424 -0.5709 1.2412  0.343
O -3.1600 -0.1649 0.6134  -0.703
H -0.1609 -0.9511 1.9247  0.335
H -0.4681 0.5242 2.3033  0.287
O -0.8853 -0.3108 2.0752  -0.600
H -2.0199 -0.6890 -0.9301  0.344
H -1.5901 -0.2026 -2.2821  0.302
O -1.3642 -0.8298 -1.6138  -0.658
H -0.2963 -1.7780 -0.2375  0.350
H 1.1390 -1.8772 -0.1875  0.309
O 0.3915 -2.1444 0.3535  -0.677

***

It comes down to (Q), which is 0.0339 hartree more stable than the next structure.

***

(P)
Molecular formula: C7H12N
Method: DFT, wB97M-V/def2-TZVPD

HOMO level (spin up / spin down), eV: -13.04 / -12.97
Gap between HOMO and LUMO (spin up / spin down), eV: 6.5995 / 6.4908
Charge: +1

Each line ends with the Mulliken charge.
Element x y z (Å)
C -1.2037 0.2556 -0.1682  0.619
C -2.5030 -0.1175 -0.4336  -0.967
C 0.5467 1.7384 0.3542  -0.995
C -0.8158 1.6542 -0.1385  -0.222
C 1.0430 0.1730 0.3887  0.089
C 1.9951 -0.0102 -0.8993  -1.365
C -0.2650 -2.0359 0.6277  -0.920
N -0.1383 -0.6660 0.1847  0.153
H -2.8141 -1.0560 -0.1157  0.380
H -3.3561 0.6066 -0.6645  0.303
H 1.2314 2.3256 -0.0598  0.551
H 0.6472 2.1433 1.3706  0.396
H -1.4328 2.5288 -0.2033  0.436
H 1.6496 0.0306 1.3717  0.345
H 1.3527 -0.1248 -1.7406  0.417
H 2.6126 -0.8586 -0.9927  0.396
H 2.5719 0.8631 -1.0096  0.391
H -1.0198 -2.1557 1.4574  0.351
H -0.7867 -2.6890 -0.2285  0.315
H 0.6853 -2.6054 0.8991  0.328

***

(Q)
Molecular formula: C7H12N
Method: DFT, wB97M-V/def2-TZVPD

HOMO level, eV: -14.03
Gap between HOMO and LUMO, eV: 8.1427
Charge: +1

Each line ends with the Mulliken charge.
Element x y z (Å)
C -0.3128 0.4176 2.9570  -0.087
C -0.0859 0.6365 1.7893  -0.628
C -0.0997 -0.2500 -1.8471  -0.482
C -0.0587 1.2157 -1.8230  -0.746
C -0.4700 0.3512 -0.5319  1.353
C -1.9340 0.3278 -0.1175  -1.653
C 0.4210 0.5168 0.4870  -0.128
N 2.2483 -1.5391 0.5921  -0.659
H -0.8822 0.4246 3.8644  0.396
H -0.8652 -0.7839 -2.2588  0.325
H 0.8180 -0.8027 -1.6983  0.210
H 0.8438 1.8257 -1.8493  0.287
H -0.9052 1.7232 -2.0056  0.344
H -2.2987 -0.7052 -0.0075  0.371
H -2.6706 0.8138 -0.7214  0.411
H -2.0025 0.8095 0.7735  0.525
H 1.5555 0.5860 0.3508  0.451
H 1.3053 -1.8332 0.9758  0.265
H 3.0623 -1.5103 1.2050  0.219
H 2.3315 -2.2239 -0.1344  0.226

***

It comes down to (P), which is 0.0367 hartree more stable than the next structure.

***

(P)
Molecular formula: C7H12N
Method: DFT, wB97M-V/def2-TZVPD

HOMO level, eV: -11.15
Gap between HOMO and LUMO, eV: 6.2247
Charge: +1

Each line ends with the Mulliken charge.
Element x y z (Å)
C -3.2094 0.3848 0.4126  -0.386
C -1.8377 0.5782 0.7624  -0.260
C -2.0509 -1.1827 -0.7294  -0.370
C -1.1611 -0.3575 0.0115  -0.449
C 2.9752 0.2200 -1.1626  -1.111
C 2.5557 0.6562 1.3410  -0.948
C 2.1405 -0.0556 0.0877  0.060
N -3.3143 -0.6250 -0.4112  -0.077
H -4.0426 0.9775 0.7558  0.422
H -1.7713 -1.1023 -1.7713  0.308
H -2.2461 -2.2592 -0.2407  0.304
H -0.1764 -0.5784 0.1207  0.887
H 3.5670 1.0876 -1.0529  0.376
H 3.5465 -0.7277 -1.4371  0.290
H 2.3047 0.3246 -1.9789  0.304
H 3.2809 -0.0998 1.5898  0.295
H 1.8090 0.6441 2.1601  0.280
H 3.1186 1.5777 1.1802  0.350
H -4.0960 -0.7750 -1.0458  0.281
H -1.3923 1.3126 1.4081  0.444

***

(Q)
Molecular formula: C7H12N
Method: DFT, wB97M-V/def2-TZVPD

HOMO level, eV: -13.42
Gap between HOMO and LUMO, eV: 9.4815
SMILES string: CC#CC/C(C)=[NH+]/C
Charge: +1

Each line ends with the Mulliken charge.
Element x y z (Å)
C 0.6670 0.6211 -1.3089  -1.287
C 0.8166 -0.6817 -0.6707  -0.839
C 0.6251 1.6362 -1.9289  1.612
C 0.0939 -0.9987 0.5342  1.102
C 0.3648 2.8675 -2.5941  -1.185
C 0.1133 -2.4411 0.9832  -1.474
C -1.3609 -0.0678 2.3115  -0.776
N -0.6137 -0.0655 1.0571  -0.044
H -0.5129 0.8279 0.4830  0.152
H 0.5887 -1.3854 -1.5150  0.369
H 1.8768 -0.9693 -0.3886  0.378
H -0.4810 3.4602 -2.1921  0.299
H 0.5321 2.6319 -3.7117  0.293
H 1.3363 3.3833 -2.4236  0.349
H -0.7769 -3.0033 0.6381  0.350
H 0.1857 -2.4756 2.1100  0.437
H 0.9148 -3.0231 0.4866  0.355
H -0.6170 0.3625 3.1869  0.309
H -1.4472 -1.1428 2.6458  0.272
H -2.3054 0.4638 2.2971  0.327

***

It comes down to (Q), which is 0.0928 hartree more stable than the next structure.